A.
Computed, not measured: the ion CHClNO2S with charge +1, with wB97M-V/def2-TZVPD.

Atoms and positions in Å:
O: 2.211 0.923 0.866
S: 1.262 0.284 0.091
C: -1.245 -0.143 0.136
O: 1.460 -0.304 -1.185
H: -2.209 0.377 0.027
Cl: -1.190 -1.699 -0.384
N: -0.288 0.563 0.450

Values from the calculation:
Charge: +1
Molar mass, u: 126.54
Kohn-Sham gap, eV: 10.1879
LUMO energy, eV: -7.67
HOMO energy, eV: -17.8627


B.
Computed, not measured: the ion CHClNO2S with charge +1, with wB97M-V/def2-TZVPD.

Atoms and positions in Å:
C: -1.463 -0.117 -0.429
Cl: -1.109 0.761 -1.893
O: 0.706 0.129 0.228
H: -2.449 -0.498 -0.159
N: -0.734 -0.254 0.515
O: 3.157 -0.015 0.599
S: 1.893 -0.007 1.140

Values from the calculation:
Charge: +1
Molar mass, u: 126.54
Kohn-Sham gap, eV: 8.9419
LUMO energy, eV: -7.60
HOMO energy, eV: -16.5462


The most stable of them is A.


A.
Computed, not measured: a cluster of 2 separate species, C4H8N3O in total, with wB97M-V/def2-TZVPD.

Atoms and positions in Å:
H: -0.160 -0.558 2.393
H: 0.855 -1.308 -0.269
C: 0.460 -0.857 -2.728
N: -0.407 -0.139 -2.322
H: 2.263 0.837 0.312
C: 0.123 1.356 0.730
C: 1.196 0.642 0.506
N: -0.973 0.459 0.887
H: 0.101 2.338 0.975
H: -1.745 0.787 1.521
H: -1.292 0.393 -0.103
H: -0.838 -1.716 1.348
H: 1.068 -0.917 -3.534
C: -0.240 -0.834 1.401
N: 0.924 -0.802 0.644
O: -1.334 0.320 -1.761

Values from the calculation:
Spin multiplicity: 3
⟨S²⟩: 2.01
Charge: +1
Molar mass, u: 114.13
Kohn-Sham gap (alpha / beta), eV: 6.3243 / 7.9324
LUMO energy (alpha / beta), eV: -3.71 / -6.90
HOMO energy (alpha / beta), eV: -10.0359 / -14.8290


B.
Computed, not measured: the ion C4H8N3O with charge +1, with wB97M-V/def2-TZVPD.

Atoms and positions in Å:
H: -1.453 2.626 -1.465
N: 0.277 0.958 0.661
C: -0.083 -0.039 -0.184
H: 0.671 1.709 2.502
H: 2.071 1.014 1.919
O: 0.255 -1.254 0.070
N: -0.325 2.123 0.228
C: 0.998 0.848 1.888
H: -1.185 0.027 -2.062
C: -0.838 1.847 -0.915
H: -1.033 -2.604 -0.581
H: 0.621 -0.193 2.235
H: 0.200 -2.090 -1.936
N: -0.842 0.513 -1.160
C: 0.019 -2.355 -0.874
H: 0.646 -3.130 -0.326

Values from the calculation:
Spin multiplicity: 3
⟨S²⟩: 2.02
Charge: +1
Molar mass, u: 114.13
Kohn-Sham gap (alpha / beta), eV: 6.4640 / 8.1630
LUMO energy (alpha / beta), eV: -3.20 / -7.38
HOMO energy (alpha / beta), eV: -9.6657 / -15.5413


The most stable of them is B.


A.
Computed, not measured: the molecule C3H3ClN2S, with wB97M-V/def2-TZVPD.

Atoms and positions in Å:
N: 1.049 0.806 -1.241
C: 0.132 1.691 -1.056
H: -1.723 -1.166 1.598
H: -0.290 -2.034 1.305
Cl: 1.986 -1.599 -0.492
C: 0.937 -0.276 -0.512
S: -1.079 1.298 0.152
N: -0.741 -1.134 1.371
C: -0.361 -0.201 0.463
H: 0.090 2.615 -1.587

Values from the calculation:
Molar mass, u: 134.59
Kohn-Sham gap, eV: 8.0199
LUMO energy, eV: 0.51
HOMO energy, eV: -7.5053


B.
Computed, not measured: the molecule C3H3ClN2S, with wB97M-V/def2-TZVPD.

Atoms and positions in Å:
H: -2.417 -1.728 -0.509
C: 0.328 -0.825 0.278
H: -0.671 2.313 0.185
N: 1.066 1.215 -0.067
N: -0.168 1.327 -0.021
H: 0.410 -1.843 0.212
S: -2.373 -0.287 -0.106
Cl: 3.118 -0.326 -0.101
C: 1.409 0.008 -0.003
C: -0.701 0.146 0.132

Values from the calculation:
Molar mass, u: 134.59
Kohn-Sham gap, eV: 9.0333
LUMO energy, eV: 0.28
HOMO energy, eV: -8.7491


C.
Computed, not measured: the molecule C3H3ClN2S, with wB97M-V/def2-TZVPD.

Atoms and positions in Å:
H: 0.405 -1.163 -1.505
C: -1.008 0.782 2.080
C: 0.472 2.290 3.175
H: 0.713 0.330 -2.133
C: 0.277 0.464 -0.232
S: -0.395 -0.528 0.985
Cl: 1.070 3.844 3.082
N: -0.416 1.779 2.529
H: -1.950 0.299 2.334
N: 0.480 -0.200 -1.373

Values from the calculation:
Molar mass, u: 134.59
Kohn-Sham gap (alpha / beta), eV: 7.9934 / 7.9945
LUMO energy (alpha / beta), eV: 0.12 / 0.12
HOMO energy (alpha / beta), eV: -7.8759 / -7.8767


The most stable of them is A.